Record 1
A 24-piece molecular cluster, C10H60NO25 overall in a non-equilibrium geometry. Source: the OMol25 dataset; level of theory: ωB97M-V/def2-TZVPD.

Positions of all 96 atoms, in Å:
O 1.46 -0.89 2.07
O -0.95 4.94 5.46
O 5.08 -2.77 -2.47
O 5.44 0.62 5.38
O -0.81 3.54 2.90
O -0.36 4.41 -5.39
O -3.47 4.89 6.51
O -5.34 -1.44 6.39
O -4.51 -5.58 0.47
O 2.93 3.53 1.06
O -1.44 0.45 2.36
O 1.94 6.42 -6.02
O 4.83 -5.16 -0.10
O -5.70 2.14 6.15
O -2.72 -2.92 -0.23
O 3.25 -0.23 3.25
O -0.01 -2.68 4.04
O 2.46 2.98 -2.61
O 0.46 8.56 -7.98
O -3.45 0.33 4.56
O -6.48 -5.84 -2.10
O 2.34 -5.33 -1.10
O 5.40 -8.42 -1.03
O -2.69 3.49 -2.42
O -1.04 1.86 -4.09
N 1.08 -1.60 -2.38
C -2.15 -1.17 -3.43
C 3.35 0.30 0.86
C 2.77 -1.77 -0.65
C -1.24 -2.31 -2.83
C 2.54 -0.34 -0.33
C 1.58 0.43 -1.10
C 0.85 -0.27 -2.15
C 2.00 -2.36 -1.72
C 0.24 -2.23 -3.46
C 2.74 -0.29 2.18
H 1.91 3.68 -2.25
H -3.13 -2.48 0.52
H 5.71 -8.59 -0.14
H -1.60 2.56 -3.73
H -6.35 -5.19 -2.79
H 4.52 -2.06 -2.13
H -0.17 4.38 5.35
H -0.71 2.22 -4.92
H 0.10 0.30 -2.75
H -1.22 4.01 3.64
H -2.40 3.33 -1.52
H 2.41 3.55 1.87
H -1.86 -0.93 -4.49
H -1.63 -3.34 -2.98
H -0.66 -0.10 2.25
H 0.27 -1.56 -4.35
H 2.73 5.87 -6.15
H 1.13 7.92 -7.70
H -5.63 -0.52 6.37
H 3.05 -5.98 -1.17
H -5.04 -1.57 7.30
H -3.22 -1.45 -3.30
H 1.37 1.50 -0.94
H -0.03 4.77 -6.23
H 5.10 -7.51 -1.01
H -1.16 4.87 6.40
H -0.92 5.11 -5.04
H 5.14 -4.79 -0.94
H 4.42 0.04 0.70
H -0.32 8.33 -7.46
H -1.16 -2.11 -1.73
H -4.92 -5.14 1.22
H -3.06 -3.83 -0.19
H 2.17 -3.45 -1.93
H 1.84 -5.61 -0.32
H 0.65 -3.25 -3.67
H 5.39 -2.43 -3.31
H 3.55 -2.30 -0.05
H -5.63 3.03 6.52
H -4.85 -6.48 0.51
H -4.02 5.61 6.83
H 0.51 -3.43 3.75
H 2.78 3.33 -3.45
H -3.13 5.22 5.66
H -3.00 4.40 -2.41
H 1.53 -1.80 1.72
H 3.84 3.71 1.35
H 5.39 1.58 5.32
H -3.80 -0.56 4.63
H 3.25 1.42 0.81
H -1.17 2.65 2.97
H -3.85 0.81 5.30
H -6.34 2.23 5.44
H 0.49 -1.91 3.73
H 4.77 0.31 4.75
H -2.00 -0.21 -2.85
H 4.28 -4.46 0.27
H 1.74 6.32 -5.09
H -5.74 -5.70 -1.50
H -1.65 0.38 3.30

Results
* F_max: 3.0 eV/A
* calculated total energy: -64015.273 eV
* highest occupied orbital energy: -12.71 eV
* frontier orbital gap: 9.1 eV
* net charge: +1

Electronic structure analysis, Mulliken charges in units of e: number 1, O, carries -0.35; number 2, O, carries -0.67; number 3, O, carries -0.60; number 4, O, carries -0.62; number 5, O, carries -0.62; number 6, O, carries -0.57; number 7, O, carries -0.67; number 8, O, carries -0.65; number 9, O, carries -0.66; number 10, O, carries -0.66; number 11, O, carries -0.70; number 12, O, carries -0.60; number 13, O, carries -0.61; number 14, O, carries -0.61; number 15, O, carries -0.54; number 16, O, carries -0.57; number 17, O, carries -0.62; number 18, O, carries -0.51; number 19, O, carries -0.62; number 20, O, carries -0.62; number 21, O, carries -0.62; number 22, O, carries -0.61; number 23, O, carries -0.65; number 24, O, carries -0.64; number 25, O, carries -0.47; number 26, N, carries 0.22; number 27, C, carries -1.07; number 28, C, carries -0.65; number 29, C, carries -1.36; number 30, C, carries -0.16; number 31, C, carries 1.09; number 32, C, carries -0.95; number 33, C, carries -0.10; number 34, C, carries 0.28; number 35, C, carries -0.75; number 36, C, carries 0.41; number 37, H, carries 0.30; number 38, H, carries 0.27; number 39, H, carries 0.32; number 40, H, carries 0.29; number 41, H, carries 0.31; number 42, H, carries 0.38; number 43, H, carries 0.30; number 44, H, carries 0.24; number 45, H, carries 0.40; number 46, H, carries 0.33; number 47, H, carries 0.31; number 48, H, carries 0.31; number 49, H, carries 0.30; number 50, H, carries 0.45; number 51, H, carries 0.33; number 52, H, carries 0.43; number 53, H, carries 0.31; number 54, H, carries 0.32; number 55, H, carries 0.31; number 56, H, carries 0.31; number 57, H, carries 0.33; number 58, H, carries 0.38; number 59, H, carries 0.37; number 60, H, carries 0.30; number 61, H, carries 0.32; number 62, H, carries 0.34; number 63, H, carries 0.28; number 64, H, carries 0.35; number 65, H, carries 0.43; number 66, H, carries 0.30; number 67, H, carries 0.17; number 68, H, carries 0.32; number 69, H, carries 0.29; number 70, H, carries 0.43; number 71, H, carries 0.27; number 72, H, carries 0.31; number 73, H, carries 0.30; number 74, H, carries 0.42; number 75, H, carries 0.30; number 76, H, carries 0.32; number 77, H, carries 0.32; number 78, H, carries 0.27; number 79, H, carries 0.23; number 80, H, carries 0.34; number 81, H, carries 0.30; number 82, H, carries 0.29; number 83, H, carries 0.31; number 84, H, carries 0.30; number 85, H, carries 0.32; number 86, H, carries 0.12; number 87, H, carries 0.36; number 88, H, carries 0.30; number 89, H, carries 0.32; number 90, H, carries 0.40; number 91, H, carries 0.40; number 92, H, carries 0.18; number 93, H, carries 0.30; number 94, H, carries 0.31; number 95, H, carries 0.32; number 96, H, carries 0.30

Record 2
A 2-piece molecular cluster, C6H12N2 overall in a non-equilibrium geometry. Source: the OMol25 dataset; level of theory: ωB97M-V/def2-TZVPD.

Positions of all 20 atoms, in Å:
N -0.31 -1.51 -1.16
N 1.67 -0.67 -1.35
C -2.10 2.09 0.71
C -1.28 1.05 -0.05
C 0.43 -0.69 -1.96
C 1.61 -1.03 0.00
C 2.49 -0.78 1.08
C 0.45 -1.75 0.04
H -1.64 1.11 -1.10
H 0.13 -2.43 0.71
H 0.27 -0.07 -2.95
H 2.56 0.29 1.19
H -2.00 3.15 0.37
H -1.13 -1.99 -1.16
H 1.99 -1.09 2.00
H 3.51 -1.14 0.83
H -0.11 1.34 0.05
H -3.25 1.83 0.68
H -1.43 0.08 0.27
H -1.86 2.21 1.82

Results
* F_max: 6.2 eV/A
* calculated total energy: -9394.271 eV
* highest occupied orbital energy: -8.34 eV
* frontier orbital gap: 9.2 eV
* structure (SMILES): Cc1c[nH]cn1.CC

Electronic structure analysis, Mulliken charges in units of e: number 1, N, carries -0.02; number 2, N, carries -0.58; number 3, C, carries -1.08; number 4, C, carries -0.42; number 5, C, carries -0.16; number 6, C, carries 0.68; number 7, C, carries -1.12; number 8, C, carries -0.61; number 9, H, carries 0.19; number 10, H, carries 0.50; number 11, H, carries 0.33; number 12, H, carries 0.26; number 13, H, carries 0.30; number 14, H, carries 0.10; number 15, H, carries 0.31; number 16, H, carries 0.30; number 17, H, carries 0.15; number 18, H, carries 0.26; number 19, H, carries 0.31; number 20, H, carries 0.30

Record 3
One molecule with the formula C5H7NO. Source: the OMol25 dataset; level of theory: ωB97M-V/def2-TZVPD.

Positions of all 14 atoms, in Å:
O -2.02 2.19 -0.62
N -1.62 -0.08 -0.85
C -1.30 1.22 -0.51
C -0.65 -0.98 -0.40
C 0.40 -0.34 0.11
C 0.15 1.14 -0.05
C 1.61 -0.91 0.79
H -2.50 -0.33 -1.27
H 2.53 -0.75 0.21
H 0.36 1.75 0.83
H 1.50 -1.99 0.95
H 0.72 1.56 -0.89
H 1.75 -0.44 1.77
H -0.84 -2.05 -0.47

Results
* F_max: 0.4 eV/A
* calculated total energy: -8836.135 eV
* highest occupied orbital energy: -8.38 eV
* frontier orbital gap: 9.2 eV
* structure (SMILES): CC1=CNC(=O)C1

Electronic structure analysis, Mulliken charges in units of e: number 1, O, carries -0.62; number 2, N, carries -0.02; number 3, C, carries 0.18; number 4, C, carries -0.62; number 5, C, carries 0.56; number 6, C, carries -0.30; number 7, C, carries -1.21; number 8, H, carries 0.19; number 9, H, carries 0.27; number 10, H, carries 0.33; number 11, H, carries 0.32; number 12, H, carries 0.22; number 13, H, carries 0.29; number 14, H, carries 0.38

Record 4
One molecule with the formula C9H8N2O2S in a non-equilibrium geometry. Source: the OMol25 dataset; level of theory: ωB97M-V/def2-TZVPD.

Positions of all 22 atoms, in Å:
S 4.67 -1.82 -0.38
O 4.51 1.12 0.12
O 0.41 2.51 0.15
N 2.30 1.26 0.21
N 0.18 0.23 0.43
C 3.35 0.52 0.01
C -2.06 0.79 -0.58
C 3.26 -0.91 -0.11
C -2.90 -1.64 0.64
C 0.83 1.37 0.19
C -3.25 0.17 -0.81
C -3.71 -0.96 -0.23
C -1.63 -1.15 0.79
C -1.15 0.07 0.19
H -3.96 0.66 -1.53
H -0.78 -1.70 1.21
H 2.18 -1.28 -0.09
H 5.13 0.40 -0.15
H -3.23 -2.55 1.14
H 2.62 2.26 0.15
H -4.79 -1.16 -0.31
H -1.97 1.80 -1.04

Results
* F_max: 3.9 eV/A
* calculated total energy: -27370.259 eV
* highest occupied orbital energy (alpha / beta): -7.20 / -7.18 eV
* frontier orbital gap (alpha / beta): 3.8 / 3.8 eV

Electronic structure analysis, Mulliken charges in units of e: number 1, S, carries -0.21; number 2, O, carries -0.37; number 3, O, carries -0.66; number 4, N, carries -0.07; number 5, N, carries -0.48; number 6, C, carries 0.67; number 7, C, carries -0.31; number 8, C, carries -0.14; number 9, C, carries -0.60; number 10, C, carries 0.34; number 11, C, carries -0.28; number 12, C, carries -0.43; number 13, C, carries -0.18; number 14, C, carries 0.35; number 15, H, carries 0.25; number 16, H, carries 0.31; number 17, H, carries 0.30; number 18, H, carries 0.28; number 19, H, carries 0.36; number 20, H, carries 0.26; number 21, H, carries 0.29; number 22, H, carries 0.31

Please write out number 2 again, unchanged.
A 2-piece molecular cluster, C6H12N2 overall in a non-equilibrium geometry. Source: the OMol25 dataset; level of theory: ωB97M-V/def2-TZVPD.

Positions of all 20 atoms, in Å:
N -0.31 -1.51 -1.16
N 1.67 -0.67 -1.35
C -2.10 2.09 0.71
C -1.28 1.05 -0.05
C 0.43 -0.69 -1.96
C 1.61 -1.03 0.00
C 2.49 -0.78 1.08
C 0.45 -1.75 0.04
H -1.64 1.11 -1.10
H 0.13 -2.43 0.71
H 0.27 -0.07 -2.95
H 2.56 0.29 1.19
H -2.00 3.15 0.37
H -1.13 -1.99 -1.16
H 1.99 -1.09 2.00
H 3.51 -1.14 0.83
H -0.11 1.34 0.05
H -3.25 1.83 0.68
H -1.43 0.08 0.27
H -1.86 2.21 1.82

Results
* F_max: 6.2 eV/A
* calculated total energy: -9394.271 eV
* highest occupied orbital energy: -8.34 eV
* frontier orbital gap: 9.2 eV
* structure (SMILES): Cc1c[nH]cn1.CC

Electronic structure analysis, Mulliken charges in units of e: number 1, N, carries -0.02; number 2, N, carries -0.58; number 3, C, carries -1.08; number 4, C, carries -0.42; number 5, C, carries -0.16; number 6, C, carries 0.68; number 7, C, carries -1.12; number 8, C, carries -0.61; number 9, H, carries 0.19; number 10, H, carries 0.50; number 11, H, carries 0.33; number 12, H, carries 0.26; number 13, H, carries 0.30; number 14, H, carries 0.10; number 15, H, carries 0.31; number 16, H, carries 0.30; number 17, H, carries 0.15; number 18, H, carries 0.26; number 19, H, carries 0.31; number 20, H, carries 0.30

Q: calculated total energy of number 3 (C5H7NO)?
A: -8836.135 eV